72
Properties=species:S:1:pos:R:3:forces:R:3:lowdin_spin:R:1 method="wB97M-V/def2-TZVPD" multiplicity=2 e_tot_ha=-2060.28594 s2=0.989 total_charge=+3
Ir 1.1986 0.7998 -3.0534 -1.75 -1.13 1.32 0.741
F 2.1377 0.8927 3.7965 0.02 0.14 0.11 0.002
C 1.4208 -0.0307 3.1457 -0.22 -0.10 -0.44 0.004
C 1.3007 0.0961 1.7899 -0.02 -0.18 0.42 -0.001
C 0.5723 -0.8431 1.0494 0.07 0.09 -0.20 0.008
C 0.3873 -0.6368 -0.3784 -1.26 -2.24 0.80 0.003
O 0.8848 0.3945 -0.9006 1.01 2.06 -2.04 0.084
C -0.3942 -1.6371 -1.0207 0.40 0.81 -0.78 0.017
C -0.8221 -2.7430 -0.3212 0.01 0.19 -0.06 0.000
N -0.5959 -2.9424 0.9762 0.00 0.01 -0.44 0.013
C -1.0070 -4.1920 1.5728 -0.25 -0.41 0.36 0.001
C 0.0492 -5.1383 2.0757 0.00 0.01 0.04 0.001
C -0.7264 -5.4725 0.8412 0.00 0.02 0.03 0.000
C 0.0253 -1.9604 1.7177 0.39 0.72 0.03 0.001
C 0.1195 -2.0379 3.1096 0.09 0.12 0.16 0.002
C 0.7690 -1.0639 3.8722 -0.02 -0.10 -0.81 -0.001
N 0.7756 -1.1253 5.2473 0.24 -0.28 0.41 -0.001
C 1.6939 -0.3396 6.0626 0.23 0.35 -0.03 0.000
C 1.6305 -0.7924 7.5246 0.18 0.75 -0.10 0.000
N 1.4120 -2.2591 7.5736 0.39 -0.39 0.27 0.000
C 0.0622 -2.6192 7.0466 -0.92 -0.12 -0.48 0.000
C -0.3717 -1.5830 5.9993 -0.13 0.08 0.12 0.000
C -0.8141 -1.5737 -2.5009 -0.27 -2.16 2.96 0.011
O -1.5221 -2.4664 -2.8988 0.09 0.47 -0.64 0.002
O -0.4226 -0.5649 -3.1670 1.59 3.02 -2.12 0.106
H 1.7550 0.9348 1.2839 0.04 0.05 0.07 0.000
H -1.3884 -3.4996 -0.8502 0.07 -0.02 0.02 0.000
H -1.9378 -4.1017 2.1238 0.07 -0.08 -0.03 0.001
H -0.1572 -5.6929 2.9767 -0.12 -0.03 0.10 0.000
H 1.0874 -4.8618 1.9672 0.04 0.12 -0.13 0.000
H -1.4666 -6.2566 0.8907 -0.09 0.06 0.03 0.000
H -0.2065 -5.4226 -0.1035 0.06 0.07 -0.05 0.000
H -0.3304 -2.8827 3.6018 -0.01 -0.12 0.08 0.000
H 1.4622 0.7327 6.0360 0.09 -0.15 0.10 0.000
H 2.7106 -0.4699 5.6813 -0.12 0.04 0.08 0.000
H 0.8174 -0.3062 8.0671 0.06 -0.21 0.00 0.000
H 2.5689 -0.5360 8.0195 -0.13 -0.15 0.03 0.000
H 1.5143 -2.6102 8.5334 0.05 0.05 -0.21 0.000
H 2.1384 -2.7164 7.0077 -0.18 0.06 0.17 0.000
H -0.6593 -2.6224 7.8651 0.22 -0.06 0.08 0.000
H 0.1085 -3.6216 6.6185 0.14 0.08 0.11 0.000
H -0.8343 -0.7211 6.4970 -0.08 -0.12 -0.03 0.000
H -1.1279 -2.0089 5.3435 0.05 -0.03 0.12 0.000
N 2.5311 1.5750 -6.2357 0.06 0.01 0.25 0.008
C 3.3866 1.1442 -5.3156 -0.18 0.35 -1.78 0.013
O 3.0410 0.8561 -4.1472 -1.08 0.39 1.65 0.022
C 4.7980 1.0041 -5.6929 -0.72 -0.40 0.64 -0.014
C 5.6332 0.2375 -4.8841 -0.23 0.22 -0.07 -0.001
N 6.2816 -0.4371 -4.2140 0.38 -0.35 0.40 -0.004
C 5.3012 1.5996 -6.8458 -0.05 -0.01 0.22 -0.001
N 5.7011 2.0964 -7.8031 0.17 0.30 -0.58 -0.010
H 1.5509 1.6934 -5.9901 0.07 0.12 -0.08 0.004
H 2.8149 1.7764 -7.1857 -0.02 0.02 0.05 0.000
C -4.2424 3.4591 -2.7950 0.07 0.15 -0.17 0.000
C -3.9511 4.5095 -3.8623 -0.05 0.22 0.17 0.000
C -4.2176 4.0059 -5.2682 0.13 -0.09 -0.09 0.000
C -2.5234 5.0874 -3.7301 -1.35 0.76 -0.10 0.000
N -1.5144 4.0669 -3.7911 1.32 -1.09 1.14 0.000
C -0.8865 3.4298 -2.7929 -0.02 -0.06 0.18 -0.003
N -0.0467 2.5713 -3.3479 1.00 -1.47 0.15 -0.014
N -0.1864 2.6998 -4.6669 0.52 -0.51 -0.72 0.007
N -1.0511 3.5782 -4.9308 -0.29 0.48 -1.01 0.001
H -5.2906 3.1758 -2.8240 -0.07 -0.03 -0.02 0.000
H -4.0351 3.8423 -1.7989 0.03 0.02 0.21 0.000
H -3.6627 2.5511 -2.9600 0.07 -0.15 0.00 0.000
H -4.6139 5.3663 -3.6770 0.20 -0.08 -0.01 0.000
H -3.5281 3.2067 -5.5466 -0.06 -0.09 0.00 0.000
H -4.0997 4.8038 -5.9982 -0.04 0.06 -0.08 0.000
H -5.2289 3.6164 -5.3455 -0.07 -0.02 -0.03 0.000
H -2.4237 5.6077 -2.7762 0.18 -0.06 -0.08 0.000
H -2.3372 5.7851 -4.5503 0.14 -0.07 0.17 0.000
H -1.0150 3.5939 -1.7431 -0.14 0.09 0.20 0.000